Molecular formula: C60H31Br2I4LuN6O5
Method: DFT, ωB97M-V with the def2-TZVPD basis set

Structure (XYZ):
```
109
Properties=species:S:1:pos:R:3:forces:R:3:mulliken_charge:R:1
Lu -0.770 0.323 0.740 -0.3 0.3 0.5 3.12
I -3.486 -8.996 3.819 0.1 0.4 -0.1 0.00
C -2.830 -7.083 3.158 -0.2 -0.6 0.2 -0.03
C -2.806 -6.819 1.803 -0.1 -0.1 -0.1 -0.71
C -2.392 -5.572 1.379 0.0 0.1 0.0 0.09
C -2.024 -4.585 2.290 -0.1 -0.2 0.1 -0.29
C -2.064 -4.881 3.649 0.0 0.0 -0.2 0.20
C -2.459 -6.134 4.087 -0.1 -0.1 0.2 -0.71
C -1.639 -3.254 1.770 -0.1 0.5 0.0 1.12
C -0.352 -3.155 1.178 -0.1 -0.1 0.1 -0.28
C 0.533 -4.240 1.023 0.0 0.0 0.0 -1.57
C 1.740 -3.709 0.607 0.0 0.1 -0.1 -1.35
C 1.542 -2.328 0.536 -0.3 0.2 -0.1 -1.76
C 2.638 -1.329 0.310 -0.2 0.1 0.4 3.01
C 3.731 -1.486 1.350 0.0 0.1 -0.1 -0.78
C 3.422 -1.986 2.609 0.0 0.1 -0.2 -0.02
C 4.403 -2.106 3.576 0.0 0.0 0.2 -0.62
C 5.691 -1.711 3.276 0.3 -0.1 0.3 -0.17
I 7.197 -1.895 4.748 -0.2 0.0 -0.2 0.00
C 6.021 -1.209 2.033 0.1 0.1 0.0 -0.78
C 5.031 -1.092 1.073 -0.1 0.0 -0.1 -0.54
C 2.372 -0.710 -1.788 -0.5 0.2 0.1 -0.44
N 0.518 0.849 -1.145 -0.4 -0.8 0.1 0.87
C 0.149 0.793 -2.534 0.1 -0.6 -0.7 0.62
C -0.899 1.774 -2.840 0.0 -0.1 0.1 -0.62
C -0.458 3.196 -2.685 0.1 0.2 0.4 2.01
C 1.023 4.457 -1.640 0.2 -0.3 0.0 -0.16
C 0.513 5.834 -1.481 -0.3 0.5 -0.2 -1.52
C -0.610 6.270 -2.050 0.9 0.7 0.4 -0.14
I -1.082 8.335 -1.824 0.0 -0.3 0.0 -0.06
C -1.551 5.502 -2.805 -0.6 -0.5 -0.4 -0.84
C -1.504 4.183 -3.042 -0.3 0.4 0.0 -1.32
C -2.193 1.464 -2.345 0.2 -0.3 0.1 -0.56
C -3.451 1.940 -2.827 -0.5 0.1 0.1 -1.22
C -4.395 1.535 -1.938 0.1 0.3 -0.3 -1.66
C -3.702 0.831 -0.901 -0.2 -0.5 0.4 0.59
N -2.385 0.706 -1.209 0.3 -0.1 0.2 0.09
C -4.355 0.364 0.260 0.5 0.1 -0.3 1.52
C -3.834 -0.588 1.144 0.2 -0.1 -0.1 -0.25
C -4.595 -1.283 2.153 0.1 -0.1 0.2 -1.25
C -3.848 -2.344 2.538 0.0 0.2 -0.1 -1.64
C -2.601 -2.260 1.821 0.1 -0.4 -0.1 0.40
N -2.600 -1.141 1.020 0.0 0.4 0.1 -0.46
C -5.713 0.872 0.486 -0.4 0.1 0.1 -0.62
C -5.919 2.247 0.617 0.0 -0.2 0.0 -0.05
C -7.190 2.770 0.757 -0.2 0.1 0.0 -0.67
C -8.269 1.905 0.758 -0.5 0.3 0.0 -0.11
I -10.244 2.687 0.861 0.4 -0.1 0.0 -0.01
C -8.101 0.539 0.655 -0.2 -0.1 0.0 -0.73
C -6.824 0.027 0.530 0.2 0.1 -0.1 -0.35
C 0.769 -0.023 -3.402 -0.7 0.3 0.5 -0.81
C 1.803 -0.949 -2.967 0.6 -0.1 0.4 -1.14
N 0.277 -1.972 0.850 0.3 0.3 -0.1 0.42
H -3.121 -7.564 1.087 0.0 0.0 0.0 0.37
H -2.368 -5.348 0.322 0.0 0.1 -0.1 0.50
H -1.791 -4.126 4.370 0.1 0.1 0.0 0.31
H -2.487 -6.357 5.143 0.0 0.0 0.1 0.39
H 0.313 -5.276 1.210 0.0 -0.1 0.1 0.57
H 2.656 -4.228 0.393 0.2 -0.1 0.0 0.58
H 2.415 -2.302 2.831 -0.1 0.0 0.0 0.28
H 4.159 -2.518 4.543 0.0 0.1 0.1 0.46
H 7.035 -0.909 1.810 0.0 0.0 0.0 0.38
H 5.270 -0.705 0.094 0.0 0.1 -0.1 0.49
H 2.029 4.384 -1.218 -0.1 0.0 -0.1 0.86
H 1.126 6.516 -0.909 0.0 0.1 0.1 0.42
H -2.398 6.046 -3.203 0.0 0.0 -0.1 0.40
H -2.290 3.788 -3.660 -0.1 0.1 -0.1 0.32
H -3.638 2.432 -3.766 0.0 0.0 0.0 0.70
H -5.459 1.683 -1.996 -0.1 0.0 0.0 0.57
H -5.571 -1.003 2.505 -0.1 0.0 0.0 0.73
H -4.105 -3.097 3.259 -0.1 -0.1 0.1 0.52
H -5.063 2.905 0.608 0.1 0.1 0.0 0.68
H -7.340 3.834 0.856 0.0 0.1 0.0 0.42
H -8.956 -0.123 0.649 0.0 0.0 0.0 0.36
H -6.690 -1.040 0.422 0.1 -0.1 0.0 0.61
H 0.451 -0.054 -4.433 -0.1 0.2 -0.1 0.54
H 2.066 -1.795 -3.580 0.0 -0.2 0.0 0.48
O -1.334 4.666 0.213 -0.2 0.0 0.2 -0.83
C -0.927 3.532 0.004 0.6 0.5 -0.7 -0.50
O -1.213 2.489 0.657 -0.5 -1.0 0.4 -0.60
C 0.112 3.310 -1.158 -1.3 0.4 0.1 0.93
C 0.908 3.864 -3.082 0.5 0.2 -0.2 0.41
C 2.111 3.066 -3.430 0.3 0.2 -0.4 -2.08
C 2.707 2.206 -2.576 0.0 0.1 0.2 -0.79
C 2.309 1.918 -1.237 1.1 -0.4 -0.1 -0.43
N 0.925 2.209 -0.840 0.5 0.2 0.4 0.56
C 1.941 0.462 -0.958 0.6 0.6 -0.5 1.21
O 3.181 -1.491 -1.012 0.2 0.1 -0.2 -0.64
O 2.148 0.014 0.377 0.1 -0.6 -0.1 0.13
H 0.747 4.622 -3.856 0.0 -0.1 0.1 0.79
H 2.567 3.285 -4.386 0.1 -0.1 -0.1 0.29
H 3.617 1.716 -2.902 0.1 -0.2 -0.1 0.58
Br -0.910 -1.614 5.489 -0.1 -0.1 0.2 -0.20
C 0.441 -0.387 4.982 -0.6 -0.1 -0.6 0.00
C 1.498 -0.139 5.841 0.6 0.3 0.0 -0.64
C 2.474 0.749 5.462 0.0 -0.3 0.6 0.38
Br 3.923 1.066 6.670 0.0 -0.1 0.0 -0.29
C 2.405 1.450 4.246 -0.2 -0.1 -0.3 1.04
C 3.332 2.424 3.830 0.0 0.2 -0.3 -1.10
C 3.089 3.115 2.675 0.1 -0.1 0.3 -1.38
C 1.955 2.803 1.911 -0.3 -0.1 -0.1 0.15
N 1.112 1.847 2.227 0.1 0.1 -0.1 0.41
C 1.302 1.191 3.385 0.2 -0.1 0.4 -0.12
C 0.270 0.235 3.735 0.5 0.0 0.8 -0.02
O -0.733 0.035 2.985 -0.3 0.0 -0.9 -0.58
H 1.542 -0.629 6.803 0.0 -0.1 0.0 0.45
H 4.209 2.627 4.433 -0.1 0.0 0.0 0.32
H 3.756 3.895 2.343 0.0 0.0 -0.1 0.49
H 1.737 3.365 1.017 0.1 -0.1 -0.1 0.27
```
Positions in Å, forces in eV/Å.

Properties
E_tot = -288010.6802 eV
Charge = -2
HOMO level (alpha / beta) = -1.33 / -1.33 eV

Molecular formula: C60H41BF2I5N5O2Re
Method: DFT, ωB97M-V with the def2-TZVPD basis set

Structure (XYZ):
```
117
Properties=species:S:1:pos:R:3:forces:R:3:mulliken_charge:R:1
Re -0.090 0.797 -0.191 -3.0 -2.1 -1.0 0.41
I 4.697 5.491 6.902 -0.2 -0.3 -0.3 0.07
C 3.743 4.350 5.398 0.3 0.3 0.3 -0.17
C 2.474 4.712 4.986 0.0 0.1 0.1 -0.73
C 1.863 3.988 3.980 0.1 -0.2 0.0 -0.24
C 2.507 2.906 3.380 0.0 0.0 0.2 -0.08
C 3.775 2.550 3.826 -0.1 0.1 -0.1 -0.14
C 4.399 3.274 4.830 0.1 0.0 0.1 -0.76
C 1.818 2.199 2.279 -0.2 -0.1 -0.4 1.01
C 1.521 0.844 2.402 -0.2 0.0 -0.7 0.15
C 1.811 0.027 3.551 -0.1 -0.6 0.2 -1.94
C 1.399 -1.228 3.277 0.2 0.4 0.2 -1.75
C 0.853 -1.228 1.931 -0.2 -0.1 -0.2 0.73
C 0.384 -2.373 1.368 0.2 0.3 0.3 -0.83
C 0.233 -3.689 2.107 0.1 -0.2 0.3 0.51
C -1.055 -3.731 2.943 0.0 0.1 0.1 0.71
C -1.168 -4.961 3.773 0.1 -0.2 0.1 -1.34
C -0.116 -5.745 3.999 -0.7 -0.4 0.4 -0.47
I -0.327 -7.503 5.171 0.1 0.4 -0.3 0.07
C 1.213 -5.430 3.513 0.5 0.2 -0.2 -0.48
C 1.397 -4.428 2.652 0.1 -0.1 0.0 -0.98
C -1.127 -2.609 -0.905 -0.1 -0.4 -0.6 -0.06
N -1.502 -1.313 -1.059 0.1 -0.3 -1.0 3.00
C -2.513 -1.257 -2.012 0.2 -1.1 -0.1 -0.59
C -3.206 -0.081 -2.388 -0.1 1.5 0.1 0.86
C -4.586 -0.312 -2.900 -0.1 0.0 0.1 -0.89
C -4.832 -0.634 -4.227 0.1 0.0 0.1 0.33
C -6.122 -0.882 -4.665 -0.1 -0.1 -0.1 -0.79
C -7.167 -0.804 -3.763 -0.5 -0.1 -0.2 -0.08
I -9.136 -1.238 -4.407 0.4 0.1 0.1 0.07
C -6.946 -0.453 -2.444 -0.1 0.0 0.1 -0.79
C -5.653 -0.215 -2.013 0.0 -0.1 -0.1 0.17
C -2.829 1.233 -2.260 0.1 -1.5 0.0 0.42
C -3.687 2.321 -2.566 0.1 1.0 0.0 -1.81
C -3.051 3.493 -2.292 -0.7 -0.6 -0.3 -1.88
C -1.766 3.201 -1.780 1.0 0.3 0.5 -0.05
N -1.556 1.784 -1.867 -0.1 0.1 0.5 0.24
C -0.895 4.122 -1.245 -0.8 -0.6 -0.4 1.37
C 0.211 3.877 -0.410 0.4 0.1 0.2 0.20
C 1.086 4.904 0.042 0.1 -0.3 0.0 -1.63
C 1.850 4.367 1.037 -0.1 0.0 -0.1 -1.30
C 1.423 3.020 1.207 0.5 -0.1 0.3 0.17
N 0.489 2.713 0.252 -0.5 -0.1 0.6 0.37
C -1.233 5.558 -1.421 -0.1 0.1 -0.1 -0.88
C -0.654 6.290 -2.448 -0.1 -0.1 0.0 0.08
C -0.899 7.646 -2.568 0.1 0.2 0.0 -0.71
C -1.733 8.264 -1.655 -0.1 0.6 -0.1 -0.07
I -2.055 10.353 -1.788 0.0 -0.4 0.0 0.07
C -2.347 7.546 -0.646 0.0 0.1 0.1 -0.76
C -2.087 6.193 -0.528 0.1 0.0 -0.1 0.27
C -2.748 -2.557 -2.447 -0.1 0.8 0.0 -1.51
C -1.893 -3.403 -1.736 0.5 0.0 0.8 -1.14
N 0.911 0.073 1.445 0.5 0.2 0.2 0.88
H 1.965 5.550 5.440 0.0 0.0 0.0 0.38
H 0.868 4.254 3.653 0.0 0.0 0.0 0.55
H 4.288 1.715 3.370 0.1 -0.1 -0.1 0.67
H 5.390 3.004 5.162 0.1 0.0 0.0 0.41
H 2.257 0.384 4.460 0.1 0.0 0.1 0.63
H 1.464 -2.096 3.905 0.0 -0.1 0.2 0.60
H -1.270 -2.847 3.547 0.0 0.1 0.0 0.63
H -2.135 -5.149 4.217 -0.1 -0.2 0.1 0.48
H 2.045 -6.000 3.895 0.1 -0.1 0.0 0.45
H 2.389 -4.162 2.316 0.2 0.0 0.0 0.55
H -4.005 -0.696 -4.918 0.1 0.0 -0.1 0.51
H -6.311 -1.146 -5.695 0.0 0.0 -0.1 0.39
H -7.770 -0.377 -1.751 -0.1 0.0 0.1 0.40
H -5.462 0.048 -0.983 0.0 0.0 0.1 0.56
H -4.687 2.196 -2.928 -0.2 0.1 -0.1 0.58
H -3.458 4.481 -2.379 -0.1 0.2 0.0 0.60
H 1.128 5.900 -0.354 0.0 0.1 0.0 0.59
H 2.637 4.842 1.590 0.0 0.1 0.1 0.74
H 0.006 5.798 -3.145 0.1 -0.1 -0.1 0.52
H -0.427 8.213 -3.354 0.0 0.1 -0.1 0.40
H -3.005 8.035 0.056 0.0 0.0 0.0 0.39
H -2.547 5.629 0.270 0.0 -0.1 0.1 0.53
H -3.435 -2.851 -3.217 -0.2 0.0 -0.1 0.71
H -1.836 -4.470 -1.832 0.1 -0.3 0.0 0.65
F 0.641 2.151 -2.847 0.4 1.0 -0.5 -0.14
B -0.344 1.323 -2.548 1.1 -1.0 0.5 0.83
F -0.340 0.163 -3.207 -0.4 -0.5 -0.7 -0.15
C 1.381 -5.112 -2.080 0.0 -0.7 0.0 -0.69
N 1.497 -3.653 -2.066 0.4 0.1 0.0 0.61
C 0.731 -3.056 -3.181 -0.6 0.5 -0.7 -0.92
C 1.314 -3.094 -0.691 0.0 0.4 0.6 -0.68
C -0.044 -3.017 0.027 -0.2 -0.1 -0.5 0.92
C -0.543 -4.182 0.867 0.0 -0.1 -0.2 -0.46
C -1.862 -3.782 1.598 -0.2 -0.3 -0.1 -0.25
C -2.590 -2.464 1.504 0.1 0.7 0.1 -2.00
C -2.330 -1.178 1.150 -0.8 -0.7 1.0 -0.99
C -1.486 -0.574 0.159 1.9 3.6 0.1 0.07
H 1.631 -5.506 -3.064 0.0 0.1 0.0 0.40
H 0.353 -5.381 -1.842 0.0 0.0 0.0 0.25
H 2.039 -5.565 -1.340 0.1 0.1 0.0 0.26
H 2.452 -3.288 -2.297 -0.2 -0.2 0.2 0.48
H -0.279 -3.444 -3.241 0.3 -0.1 0.0 0.54
H 1.270 -3.272 -4.103 0.1 -0.1 0.1 0.49
H 0.711 -1.977 -3.067 0.0 0.0 0.1 0.13
H 1.623 -2.052 -0.744 0.0 -0.3 -0.1 -1.88
H 2.022 -3.626 -0.050 0.1 0.0 -0.1 0.78
H -0.506 -5.213 0.524 0.0 0.0 -0.1 0.66
H -2.600 -4.586 1.561 0.0 0.0 0.1 0.79
H -3.445 -2.562 2.168 -0.1 0.2 0.1 0.49
H -2.949 -0.446 1.662 -0.2 -0.1 0.0 0.62
I 7.864 -2.684 1.935 -0.3 0.2 -0.3 0.03
C 6.297 -1.876 0.754 0.5 -0.2 0.4 -0.44
C 6.457 -1.789 -0.618 0.2 0.0 0.0 -0.42
C 5.405 -1.334 -1.390 0.0 0.1 0.0 -0.89
C 4.214 -0.936 -0.796 -0.2 -0.1 -0.1 0.00
C 4.088 -0.998 0.584 0.0 0.2 -0.2 0.22
C 5.126 -1.471 1.365 0.1 -0.1 0.2 -0.49
C 2.978 -0.721 -1.658 0.5 0.0 0.4 0.35
O 2.908 -1.524 -2.614 0.1 -0.1 -0.5 -0.89
O 2.096 0.086 -1.291 -0.1 0.2 0.2 -0.29
H 7.384 -2.091 -1.083 0.1 0.0 0.0 0.39
H 5.495 -1.307 -2.465 0.0 0.0 -0.1 0.46
H 3.160 -0.703 1.039 -0.2 0.1 0.1 0.94
H 5.012 -1.537 2.436 0.0 0.0 0.1 0.56
```
Positions in Å, forces in eV/Å.

Properties
E_tot = -123172.0897 eV
Multiplicity = 2
HOMO level (alpha / beta) = -6.36 / -6.29 eV